ORCA calculation (ωB97M-V with the def2-TZVPD basis set) on 9 unconnected molecules or ions with the total composition C52H108N9O9 in a non-equilibrium geometry.

The orbital gap is 7.77 eV. The value obtained for the lowest unoccupied orbital energy is -2.451 eV. The charge is +1. As for the HOMO energy: -10.217 eV.

Each line ends with the Mulliken charge.
Atoms and positions in Å:
C1 0.671110 3.478600 6.407571  -0.83
C2 1.364652 4.495773 5.499498  -0.62
C3 0.489304 4.897779 4.322830  2.95
C4 1.145310 5.731444 3.205703  -1.44
C5 2.562937 5.323962 2.751324  -0.10
C6 2.666178 5.285057 1.216421  -1.84
C7 2.611793 3.911851 0.530349  1.52
C8 3.407393 3.912623 -0.775904  -1.10
C9 2.934508 2.856879 -1.797676  -0.78
C10 3.963557 1.853264 -2.286594  -1.11
C11 4.462771 0.781202 -1.304060  -0.51
C12 3.642187 -0.506451 -1.400398  1.04
C13 4.340488 -1.714811 -0.745758  -1.30
C14 3.512450 -2.513037 0.260633  -0.85
C15 2.048477 -2.730867 -0.103642  -0.42
C16 1.267221 -3.305538 1.076980  -1.17
C17 0.625068 -2.272848 2.010223  -0.49
C18 -0.290954 -1.262265 1.291397  -0.82
C19 -0.722333 -0.125568 2.183305  0.23
C20 -1.882995 -0.310313 2.988505  0.87
C21 -2.680531 -1.585535 3.005787  -1.72
C22 -2.328973 0.740714 3.778788  -1.04
N1 -1.670296 1.909536 3.787296  0.47
C23 -0.579604 2.113057 3.029131  -1.11
C24 -0.056598 1.119425 2.213615  0.11
C25 1.157258 1.508900 1.399707  1.35
C26 2.449904 0.790027 1.761836  1.69
C27 2.927026 1.156002 3.167880  -0.45
O1 3.961267 0.291726 3.588327  -0.52
C28 5.271396 0.816542 3.525278  -0.77
H1 -0.356740 3.769404 6.624748  -0.10
H2 0.685466 2.474386 5.981713  0.16
H3 1.208541 3.423745 7.354670  0.46
H4 2.325779 4.082951 5.196324  0.38
H5 1.564134 5.384433 6.100636  0.41
H6 -0.042080 4.036408 3.902038  -1.16
H7 -0.298276 5.530277 4.744667  -1.26
H8 0.503255 5.648878 2.329320  0.35
H9 1.148984 6.768627 3.526451  0.52
H10 3.242973 6.111117 3.067084  0.56
H11 2.889598 4.360365 3.142196  -0.35
H12 1.897355 5.940698 0.807682  0.40
H13 3.619456 5.721458 0.907698  0.58
H14 1.573778 3.672827 0.279617  0.57
H15 2.967149 3.133523 1.210526  -1.06
H16 3.328805 4.900631 -1.227037  0.47
H17 4.466306 3.723043 -0.584116  0.51
H18 2.023698 2.379553 -1.426970  0.22
H19 2.634830 3.390099 -2.701886  0.50
H20 3.543794 1.327447 -3.145774  0.36
H21 4.832837 2.406109 -2.653179  0.38
H22 4.343661 1.174872 -0.285248  -0.02
H23 5.528841 0.604983 -1.443509  0.56
H24 3.526697 -0.729211 -2.455898  -0.05
H25 2.675941 -0.272474 -0.957583  -0.36
H26 4.770776 -2.341222 -1.526913  0.39
H27 5.197819 -1.329974 -0.186200  0.31
H28 3.959643 -3.508112 0.346317  0.50
H29 3.586855 -2.070676 1.255923  0.48
H30 2.003162 -3.450100 -0.924516  0.56
H31 1.592505 -1.823336 -0.496229  0.23
H32 1.972415 -3.860758 1.699674  0.39
H33 0.517187 -4.028887 0.757940  0.39
H34 1.368589 -1.739779 2.604511  0.55
H35 0.009767 -2.820855 2.723895  0.36
H36 -1.198537 -1.796443 1.027665  0.58
H37 0.142643 -0.877584 0.370309  0.31
H38 -2.127753 -2.399407 3.466237  0.27
H39 -3.582506 -1.437402 3.595458  0.37
H40 -3.013789 -1.874380 2.013777  0.38
H41 -3.212632 0.677028 4.395937  0.43
H42 -2.021910 2.670919 4.362852  -0.02
H43 -0.116101 3.087145 3.085347  1.10
H44 0.926265 1.407652 0.338571  0.79
H45 1.339535 2.567052 1.596652  -1.54
H46 2.415424 -0.288550 1.628435  -0.67
H47 3.218175 1.152438 1.075285  -0.78
H48 2.126495 1.075651 3.906863  0.30
H49 3.284963 2.189612 3.129130  0.14
H50 5.354491 1.650785 2.825893  0.28
H51 5.620685 1.131436 4.510811  0.28
H52 5.946337 0.033888 3.181697  0.29
C29 -6.055778 -2.989360 1.613031  0.16
O2 -4.971598 -3.515897 1.823117  -0.64
N2 -6.618528 -2.855716 0.406228  0.18
C30 -7.916668 -2.222219 0.217302  -0.81
C31 -5.906755 -3.367907 -0.751883  -0.96
H53 -6.675775 -2.577913 2.426864  0.30
H54 -8.616913 -2.919658 -0.232070  0.23
H55 -7.809933 -1.350577 -0.432629  0.35
H56 -8.319668 -1.903625 1.174402  0.27
H57 -5.732097 -4.438690 -0.645605  0.32
H58 -4.937295 -2.877188 -0.849398  0.26
H59 -6.497753 -3.183511 -1.644824  0.39
C32 1.630093 -1.373082 -5.165470  0.12
O3 2.011196 -0.759456 -4.181462  -0.57
N3 2.437734 -2.056743 -5.988732  0.19
C33 1.935552 -2.771798 -7.144509  -0.91
C34 3.869143 -2.082382 -5.706127  -0.95
H60 0.566845 -1.417106 -5.456531  0.21
H61 2.169255 -3.834767 -7.064113  0.34
H62 2.388487 -2.382108 -8.058141  0.32
H63 0.855861 -2.654415 -7.211896  0.29
H64 4.042586 -2.514063 -4.719872  0.19
H65 4.265895 -1.068055 -5.707201  0.22
H66 4.386018 -2.672382 -6.451790  0.48
C35 6.604815 -6.177949 -1.203110  0.13
O4 5.968137 -7.207234 -1.101493  -0.59
N4 7.039324 -5.444080 -0.157987  0.12
C36 7.788016 -4.215745 -0.332503  -0.88
C37 6.736770 -5.908059 1.185151  -1.00
H67 6.881471 -5.746420 -2.180740  0.28
H68 8.767194 -4.298027 0.143611  0.37
H69 7.239417 -3.388312 0.124168  0.28
H70 7.924542 -4.009895 -1.391855  0.29
H71 7.163394 -6.897800 1.348667  0.33
H72 5.657669 -5.979966 1.326222  0.29
H73 7.151572 -5.210276 1.908414  0.39
C38 3.091092 8.773559 1.105278  0.13
O5 2.449022 8.451816 2.088993  -0.61
N5 4.238382 9.472577 1.139720  0.11
C39 4.963651 9.828232 -0.064301  -0.94
C40 4.762312 9.882340 2.432976  -0.98
H74 2.774537 8.508536 0.082041  0.31
H75 5.967082 9.399101 -0.044377  0.35
H76 5.047320 10.912883 -0.151280  0.36
H77 4.437566 9.447167 -0.936886  0.30
H78 4.954125 9.008757 3.056413  0.28
H79 4.039665 10.513728 2.949781  0.31
H80 5.687249 10.433880 2.287462  0.40
C41 6.988773 -1.571304 -7.601569  0.20
O6 6.742090 -2.235597 -6.611010  -0.60
N6 8.080874 -0.803628 -7.753033  0.13
C42 8.323899 -0.031943 -8.956417  -0.91
C43 9.047398 -0.752711 -6.667947  -0.94
H81 6.316593 -1.546209 -8.477128  0.22
H82 9.257539 -0.345341 -9.426502  0.34
H83 8.389491 1.031407 -8.719268  0.34
H84 7.509776 -0.183338 -9.661723  0.29
H85 9.436922 -1.749874 -6.463051  0.29
H86 8.574031 -0.381348 -5.758768  0.28
H87 9.865419 -0.093780 -6.946430  0.38
C44 -11.286782 -4.451872 0.717527  0.12
O7 -10.749487 -3.366463 0.561817  -0.60
N7 -11.671492 -5.265146 -0.276433  0.14
C45 -12.306390 -6.542067 -0.021168  -0.85
C46 -11.448183 -4.860779 -1.658665  -0.61
H88 -11.503867 -4.857555 1.720126  0.26
H89 -11.710384 -7.352166 -0.445395  0.31
H90 -13.300702 -6.566674 -0.471082  0.30
H91 -12.402722 -6.700354 1.051198  0.28
H92 -10.382754 -4.708559 -1.834920  0.19
H93 -11.964118 -3.920530 -1.857508  0.29
H94 -11.817090 -5.636448 -2.329018  0.19
C47 -2.809949 4.962388 5.107285  0.00
O8 -3.372506 3.876406 5.239664  -0.75
N8 -2.433620 5.744937 6.118435  0.18
C48 -1.779687 7.025719 5.905340  -1.06
C49 -2.693578 5.299743 7.482054  -1.01
H95 -2.580257 5.387292 4.115832  0.53
H96 -0.795162 7.026769 6.374308  0.36
H97 -2.377662 7.828685 6.336739  0.39
H98 -1.662158 7.209442 4.839634  0.35
H99 -2.190108 4.351954 7.670704  0.30
H100 -3.762329 5.151997 7.630898  0.33
H101 -2.329299 6.049086 8.178537  0.39
C50 -12.651937 -7.858481 -4.306292  0.16
O9 -12.009043 -6.856559 -4.036374  -0.68
N9 -13.582089 -7.925979 -5.270306  0.10
C51 -14.317699 -9.144137 -5.551649  -0.92
C52 -13.855708 -6.732824 -6.056548  -0.93
H102 -12.513265 -8.809615 -3.766278  0.29
H103 -14.141489 -9.464396 -6.579740  0.35
H104 -15.387723 -8.981612 -5.412415  0.34
H105 -13.993098 -9.934524 -4.878639  0.29
H106 -12.951665 -6.403922 -6.568670  0.29
H107 -14.190796 -5.923034 -5.408561  0.29
H108 -14.627487 -6.954670 -6.788491  0.38

Cartesian forces, eV/Å:
C 0.374 0.105 0.127
C -0.290 -0.246 0.233
C -0.087 0.650 0.077
C 0.054 -0.815 0.342
C -0.349 0.431 -0.658
C 0.554 -0.058 -0.089
C -0.036 0.799 -0.284
C 0.040 -0.651 -0.124
C -0.206 0.421 -0.281
C 0.487 -0.374 -0.043
C -0.491 0.479 0.319
C 0.954 0.107 -0.064
C 0.051 0.677 0.504
C -0.006 -0.375 -0.306
C 0.012 -0.461 -0.135
C 0.129 0.198 0.294
C -0.178 0.102 -0.069
C -0.226 0.149 0.379
C -0.361 -0.021 0.154
C 0.208 0.402 0.056
C -0.136 0.399 0.174
C 0.402 -0.189 -0.338
N 0.475 -0.192 -0.440
C -0.147 -0.948 -0.360
C -0.409 -0.041 0.292
C -0.494 -0.398 0.643
C 0.285 0.140 0.033
C 0.094 -0.354 -0.230
O -0.001 -0.026 -0.035
C 0.232 -0.147 -0.029
H -0.076 -0.037 -0.040
H -0.142 -0.029 -0.101
H -0.097 -0.110 0.075
H 0.069 0.083 -0.118
H 0.212 0.121 -0.100
H 0.542 1.142 0.984
H 0.058 -0.267 -0.141
H -0.256 0.264 -0.044
H 0.075 0.163 -0.210
H 0.177 -0.213 0.371
H 0.008 0.045 0.241
H 0.025 0.044 -0.175
H 0.076 0.133 0.148
H 0.192 0.184 -0.069
H 0.254 0.305 -0.246
H 0.055 0.111 -0.008
H 0.083 0.243 0.209
H 0.056 -0.248 -0.042
H -0.268 0.035 0.017
H 0.008 0.059 -0.132
H -0.054 0.138 -0.065
H 0.426 -0.026 -0.098
H 0.034 -0.170 -0.122
H -0.513 0.036 -0.037
H -0.216 -0.238 -0.142
H -0.185 -0.206 -0.023
H 0.165 -0.046 -0.024
H 0.057 0.005 0.191
H -0.021 0.189 0.041
H 0.017 0.044 -0.100
H -0.013 -0.034 0.067
H -0.036 -0.217 -0.032
H -0.139 0.102 -0.122
H 0.154 -0.038 -0.083
H 0.018 0.026 0.165
H -0.053 -0.100 -0.342
H 0.153 0.075 0.096
H 0.079 -0.142 -0.136
H -0.039 -0.070 0.037
H 0.058 -0.185 -0.061
H 0.004 0.044 0.040
H -0.437 0.184 0.206
H -0.256 -0.870 -0.565
H 0.083 -0.022 -0.077
H -0.508 -0.568 0.021
H -0.160 0.008 0.103
H -0.123 -0.218 0.014
H -0.113 0.074 0.008
H -0.102 0.102 0.293
H -0.076 0.085 -0.034
H -0.105 0.147 0.057
H -0.039 -0.096 -0.045
C 0.015 -0.092 0.094
O 0.029 0.135 -0.031
N -0.086 0.111 -0.032
C 0.300 -0.035 -0.184
C 0.028 -0.024 0.126
H -0.005 0.000 -0.013
H -0.108 0.033 0.029
H -0.051 0.022 0.029
H -0.024 -0.043 0.029
H 0.020 -0.004 -0.035
H 0.008 -0.019 -0.039
H -0.027 0.013 0.004
C -0.003 -0.002 0.040
O -0.093 0.040 -0.038
N 0.034 -0.063 -0.081
C 0.133 0.028 0.088
C -0.350 0.089 0.126
H 0.019 0.005 -0.011
H -0.028 -0.013 -0.046
H -0.034 -0.031 -0.032
H -0.013 0.011 0.012
H 0.080 0.000 -0.010
H 0.075 -0.016 0.000
H 0.014 -0.032 -0.047
C -0.058 -0.043 -0.095
O 0.005 0.029 0.037
N 0.079 0.083 -0.027
C -0.172 -0.150 0.227
C -0.033 -0.052 -0.115
H 0.017 0.008 0.017
H 0.027 0.073 -0.042
H 0.100 0.107 -0.063
H -0.015 -0.013 -0.019
H -0.017 -0.003 0.040
H 0.003 -0.017 0.040
H 0.015 0.023 -0.010
C 0.013 0.021 -0.088
O -0.022 -0.024 0.075
N 0.039 0.001 -0.053
C 0.012 0.021 0.157
C -0.111 -0.059 -0.018
H 0.013 0.010 0.010
H 0.006 0.013 -0.052
H 0.016 -0.007 -0.052
H -0.020 -0.010 -0.002
H 0.021 0.020 0.029
H 0.025 0.010 0.029
H 0.006 0.001 -0.026
C -0.074 -0.076 0.000
O 0.121 0.037 -0.032
N 0.062 0.093 -0.075
C 0.069 -0.046 0.164
C -0.107 -0.075 -0.002
H 0.019 0.013 0.002
H -0.010 0.028 -0.050
H -0.002 0.017 -0.054
H -0.019 -0.014 0.001
H 0.025 0.012 0.027
H 0.032 0.000 0.021
H 0.000 0.012 -0.028
C -0.011 0.077 0.073
O -0.047 -0.096 -0.005
N -0.028 -0.079 -0.035
C 0.054 0.082 -0.104
C -0.066 0.011 0.116
H -0.006 -0.002 -0.012
H -0.035 -0.035 0.013
H -0.010 -0.048 0.019
H 0.005 0.014 0.015
H -0.006 0.004 -0.050
H 0.031 0.005 -0.030
H 0.107 0.150 0.119
C -0.184 0.193 -0.048
O 0.468 -0.199 -0.130
N -0.032 0.084 0.100
C -0.175 -0.037 0.125
C -0.062 -0.046 -0.098
H -0.025 -0.029 0.040
H 0.041 0.039 -0.001
H 0.016 0.029 -0.013
H -0.025 0.021 -0.014
H -0.025 0.002 0.055
H 0.000 -0.005 0.030
H 0.022 0.028 -0.012
C 0.111 0.037 0.059
O -0.105 -0.162 -0.096
N -0.103 -0.074 -0.071
C 0.023 0.172 -0.050
C 0.091 -0.012 0.096
H -0.009 -0.003 -0.009
H -0.023 -0.051 0.006
H -0.014 -0.054 -0.003
H 0.017 0.000 0.017
H -0.016 0.029 -0.018
H -0.008 0.025 -0.029
H -0.012 -0.030 0.000